Record 1
A 2-piece molecular cluster, C8H9N4 overall in a non-equilibrium geometry. Source: the OMol25 dataset; level of theory: wB97M-V/def2-TZVPD.

Each line ends with the Löwdin charge.
Element x y z (Å)
H: -0.51 -5.28 -0.48  0.057
C: -0.49 0.92 0.19  -0.054
H: -2.46 1.84 0.80  0.135
H: 0.11 0.17 2.02  0.110
C: 1.47 0.05 -0.59  0.117
H: -3.33 1.43 -1.42  0.087
H: 2.13 -0.37 -1.35  0.149
H: 2.10 -0.50 1.37  0.170
N: -0.52 0.08 -2.09  0.149
C: 1.69 0.42 0.84  -0.166
H: 2.60 1.09 0.81  0.170
C: -2.37 1.20 -1.23  0.044
C: -1.70 0.55 -2.26  -0.083
C: 0.40 0.89 1.37  -0.129
H: 0.58 1.84 2.08  0.204
N: -0.06 -4.75 0.17  0.162
C: -1.78 1.47 0.03  0.072
N: 0.16 -3.65 -0.17  -0.280
N: 0.60 -2.62 -0.31  0.220
H: -1.98 0.59 -3.27  0.121
C: 0.15 0.26 -0.98  -0.253

largest force on an atom = 4.89 eV/A
Kohn-Sham gap = 0.2644 Ha
charge = +1
HOMO = -13.320 eV
ΔE to the lowest compared entry with this formula, charge and spin = 105.69 kcal per mole

Record 2
A 2-piece molecular cluster, C8H9NO3 overall in a non-equilibrium geometry. Source: the OMol25 dataset; level of theory: wB97M-V/def2-TZVPD.

Each line ends with the natural charge from an NBO analysis.
Element x y z (Å)
H: 2.88 -1.52 -0.83  0.464
C: 0.98 1.61 0.03  0.164
O: -1.91 2.66 -1.57  -0.648
H: -3.36 -0.78 0.72  0.200
H: 1.98 1.29 0.30  0.211
C: 0.94 -2.27 0.51  -0.037
C: -0.95 2.22 -0.73  0.446
H: -1.86 -0.53 1.77  0.210
H: 0.89 2.34 -2.05  0.246
H: -2.09 -2.34 -0.73  0.221
C: -2.33 -1.04 0.92  -0.316
O: 0.06 1.50 1.00  -0.291
H: 2.73 -1.85 1.51  0.183
C: -0.22 -2.07 0.28  -0.023
C: 0.42 2.07 -1.12  -0.405
N: -1.19 1.90 0.48  -0.213
C: 2.36 -2.53 0.72  -0.134
O: 3.09 -2.39 -0.48  -0.694
C: -1.63 -1.84 0.13  -0.289
H: 2.53 -3.58 1.04  0.210
H: -2.73 2.70 -1.05  0.492

largest force on an atom = 1.80 eV/A
Kohn-Sham gap = 0.3540 Ha
charge = 0
HOMO = -9.026 eV
ΔE to the lowest compared entry with this formula, charge and spin = 110.85 kcal per mole

Record 3
A 2-piece molecular cluster, C8H9NO3 overall in a non-equilibrium geometry. Source: the OMol25 dataset; level of theory: wB97M-V/def2-TZVPD.

Each line ends with the Löwdin spin population.
Element x y z (Å)
C: 0.40 2.07 0.96  0.019
O: 2.84 -0.41 0.07  0.378
C: -1.52 -0.46 -1.42  -0.006
C: 0.95 0.68 1.15  0.068
H: -0.72 2.04 1.10  0.003
C: 0.53 -1.25 -1.68  0.162
H: 0.84 2.42 0.01  0.008
C: -2.61 0.34 -1.49  0.313
H: 0.85 2.58 1.75  0.000
C: 0.28 -0.34 1.67  0.099
C: -0.24 -2.17 -1.02  0.218
H: -0.10 -3.06 -0.48  0.014
H: 1.64 -1.21 -1.77  0.005
O: -0.28 -0.16 -1.93  0.103
N: -0.43 -1.17 2.17  0.047
H: 3.10 1.40 0.86  0.044
H: -3.43 0.06 -0.88  0.018
H: -0.27 -1.58 3.05  0.013
C: 2.37 0.53 0.66  0.370
O: -1.51 -1.65 -0.91  0.106
H: -2.71 1.35 -1.87  0.017

largest force on an atom = 4.99 eV/A
Kohn-Sham gap (alpha / beta) = 0.1492 / 0.1400 Ha
charge = 0
HOMO (alpha / beta) = -3.539 / -7.362 eV
2S+1 = 3
ΔE to the lowest compared entry with this formula, charge and spin = 97.20 kcal per mole

Record 4
The molecule C8H9NOS in a non-equilibrium geometry. Source: the OMol25 dataset; level of theory: wB97M-V/def2-TZVPD.

Each line ends with the natural charge from an NBO analysis.
Element x y z (Å)
C: -1.96 1.63 0.79  -0.784
C: 1.10 0.86 -0.89  0.339
H: 1.14 -2.93 0.07  0.219
H: -2.87 2.04 0.87  0.204
C: -2.33 -1.04 -0.82  -0.560
C: -0.13 0.18 -0.68  -0.296
H: 3.42 -1.27 -0.03  0.223
H: -3.36 -1.34 -0.46  0.221
C: 1.22 -1.86 -0.20  -0.288
S: -1.94 0.61 -0.83  0.802
C: -0.03 -1.24 -0.36  0.192
O: 1.30 2.28 -1.11  -0.692
H: 3.14 0.80 -0.65  0.197
H: -1.62 0.88 1.64  0.210
N: -1.22 -1.85 -0.34  -0.578
C: 2.31 0.23 -0.65  -0.333
H: 2.11 2.46 -0.56  0.478
C: 2.38 -1.08 -0.25  -0.160
H: -1.24 2.30 0.69  0.208
H: -1.33 -2.60 0.36  0.398

largest force on an atom = 6.48 eV/A
Kohn-Sham gap = 0.2642 Ha
charge = 0
HOMO = -6.502 eV
ΔE to the lowest compared entry with this formula, charge and spin = 110.80 kcal per mole

Record 5
The molecule C8H9NOS2 in a non-equilibrium geometry. Source: the OMol25 dataset; level of theory: wB97M-V/def2-TZVPD.

Each line ends with the natural charge from an NBO analysis.
Element x y z (Å)
C: -1.40 -0.99 2.35  -0.262
H: -0.97 -1.64 -1.96  0.180
H: -0.19 -0.64 -3.24  0.209
H: 2.23 -0.32 -0.29  0.247
C: 0.04 2.34 -0.95  -0.559
H: -0.24 3.34 -1.07  0.242
O: 2.62 2.55 -0.01  -0.953
H: -1.54 -0.79 0.12  0.228
C: -0.94 -0.73 1.05  -0.277
H: -0.34 -1.47 4.37  0.255
S: 1.31 1.93 0.27  1.248
H: 0.79 -1.70 -2.05  0.215
N: 0.33 0.07 -1.44  -0.437
C: -0.35 -1.13 3.23  -0.439
C: -0.05 -1.05 -2.26  -0.391
C: 0.41 -0.42 1.03  -0.267
C: -0.29 1.28 -1.67  0.049
C: 1.21 0.10 -0.26  -0.234
H: -1.25 1.23 -2.26  0.216
H: -2.53 -1.23 2.52  0.236
S: 1.15 -0.72 2.53  0.493

largest force on an atom = 3.17 eV/A
Kohn-Sham gap = 0.3341 Ha
charge = 0
HOMO = -8.433 eV
ΔE to the lowest compared entry with this formula, charge and spin = 55.05 kcal per mole

Record 6
A 2-piece molecular cluster, C8H9O4 overall in a non-equilibrium geometry. Source: the OMol25 dataset; level of theory: wB97M-V/def2-TZVPD.

Each line ends with the natural charge from an NBO analysis.
Element x y z (Å)
O: -0.83 1.10 0.24  -0.348
H: 3.54 1.56 1.19  0.209
C: 3.31 1.43 0.10  -0.151
H: 1.64 1.74 -1.09  0.197
C: -2.35 -0.77 0.01  -0.274
C: -3.69 -0.01 -0.13  -0.595
H: -3.94 0.74 0.62  0.254
O: 3.64 0.05 -0.18  -0.448
H: 3.93 2.19 -0.44  0.246
H: -3.59 0.44 -1.23  0.246
C: 1.86 1.84 -0.05  -0.303
H: -4.43 -0.94 -0.10  0.244
O: 0.36 -1.13 0.08  -0.486
C: 1.37 -0.56 0.18  0.534
C: 2.85 -0.97 0.07  0.665
C: -1.21 0.01 0.09  0.858
H: -1.43 -2.67 -0.08  0.240
O: 3.21 -2.06 0.33  -0.445
H: -3.29 -2.61 -0.10  0.232
H: 1.38 2.67 0.54  0.257
C: -2.34 -2.07 -0.07  -0.131

largest force on an atom = 4.75 eV/A
Kohn-Sham gap (alpha / beta) = 0.2780 / 0.2781 Ha
charge = +1
HOMO (alpha / beta) = -12.765 / -12.765 eV
ΔE to the lowest compared entry with this formula, charge and spin = 71.33 kcal per mole

Record 7
C90H81Cl2Ge2N10O2S4Sc as an isolated structure. Source: the OMol25 dataset; level of theory: wB97M-V/def2-TZVPD.

Each line ends with the Löwdin charge.
Element x y z (Å)
C: 6.71 -4.60 1.26  -0.052
C: -5.84 -1.17 2.92  -0.287
C: 3.20 -3.46 6.52  -0.013
H: -3.24 1.17 5.56  0.091
H: -5.31 -4.40 5.25  0.090
C: -0.96 -8.29 0.61  -0.035
C: 2.82 0.40 1.85  -0.280
C: 5.30 -5.14 1.15  -0.277
C: 2.26 3.66 3.24  -0.184
C: 3.10 -1.54 0.64  -0.193
H: 4.54 1.12 2.90  0.075
C: 0.16 3.11 -1.58  -0.016
C: -4.53 -2.60 4.38  -0.205
C: 0.99 6.74 -1.01  -0.087
C: -2.57 -1.67 5.66  -0.220
H: -5.13 -5.26 -0.60  0.109
H: 4.51 -0.74 -1.64  0.095
C: 2.46 5.51 0.42  -0.031
H: -2.03 0.75 4.34  -0.029
S: 1.17 -3.20 2.94  0.318
H: 1.67 -5.91 3.61  0.039
H: 3.95 3.79 6.91  0.110
C: 1.36 -6.77 0.83  -0.208
C: 1.70 2.78 2.04  -0.357
N: 2.31 3.11 0.73  0.117
H: -1.39 -6.27 3.75  0.073
O: 0.98 1.03 -0.67  -0.151
H: 2.40 -8.59 0.42  0.127
H: -3.06 -4.53 -8.49  0.108
H: 1.04 0.94 2.53  -0.029
H: 2.10 1.00 5.23  0.057
Ge: -0.05 -4.18 1.29  0.085
C: -0.56 5.05 2.34  -0.066
H: -6.85 -4.50 0.99  0.074
C: 2.68 -6.09 0.95  -0.146
H: 0.72 0.60 6.27  0.080
C: 5.50 -2.46 6.22  -0.050
C: 1.53 4.91 3.74  -0.154
N: 3.44 1.31 -4.07  0.093
H: -2.56 -3.94 -6.14  0.114
H: -1.87 -8.88 0.53  0.127
C: -1.59 -1.62 -2.97  -0.201
C: 3.99 -2.38 6.16  -0.265
H: -3.97 -1.29 7.23  0.127
C: 2.04 6.72 -0.10  -0.082
H: 2.29 -7.54 3.34  0.087
H: -5.18 0.87 2.78  0.121
C: 3.84 -0.30 -2.38  -0.090
H: 1.02 -1.25 -5.69  0.128
C: -2.21 -6.98 3.57  -0.029
H: -0.37 5.56 -2.15  0.112
C: -0.60 3.70 1.78  -0.169
S: -2.02 -3.66 2.28  0.398
C: 2.58 -6.49 3.44  -0.039
C: -3.21 -5.98 0.03  -0.217
C: 3.30 -6.00 2.20  -0.216
C: -2.45 -6.43 1.11  -0.211
C: -1.99 -1.58 8.00  -0.055
Cl: -0.09 2.77 4.68  0.858
C: -3.03 -6.52 2.38  -0.280
H: 3.22 -6.38 4.31  0.074
H: -7.22 -6.13 1.54  0.085
C: -4.34 -3.95 5.02  -0.026
C: 4.23 0.80 -3.13  -0.103
C: 0.36 5.56 3.15  -0.047
C: -6.56 -5.28 1.70  -0.044
C: -4.54 -1.90 -0.08  -0.077
H: 5.93 -2.31 5.23  0.073
C: 1.42 -8.13 0.55  -0.037
C: 4.47 -1.53 0.82  -0.077
H: -7.92 -0.74 2.61  0.086
C: -5.12 -5.68 1.50  -0.255
H: 7.23 -4.64 0.30  0.076
C: -1.00 -1.86 -5.29  -0.132
C: 4.69 -5.29 -0.09  -0.020
C: 2.14 3.60 5.87  -0.105
C: -3.92 -0.26 4.10  -0.218
Sc: -0.04 -0.62 0.03  0.679
H: 0.09 -1.87 8.45  0.126
Ge: -0.78 -2.13 3.39  0.131
C: 1.84 -0.34 -3.42  -0.225
H: -6.87 -0.13 1.33  0.081
H: 3.45 -5.58 -2.36  0.077
H: 5.18 1.29 -2.97  0.109
H: 5.08 -2.29 0.35  0.093
C: -4.54 -5.61 0.24  -0.018
C: -1.32 -2.27 -6.68  -0.164
C: 2.25 0.73 -4.22  -0.086
H: -3.37 -5.61 -2.09  0.072
C: -4.35 -6.15 2.56  -0.049
H: 5.34 3.90 4.86  0.098
C: 5.01 -0.55 1.63  -0.046
C: 3.39 -5.75 -0.21  -0.205
H: -3.13 -0.84 1.15  0.048
H: 3.67 -4.39 6.83  0.117
H: -3.82 -4.62 4.33  0.029
H: 0.23 6.59 3.46  0.116
N: 0.26 2.77 1.76  0.094
N: -4.80 -2.45 -1.25  0.115
H: 2.11 2.32 0.13  0.083
N: 1.96 1.36 2.44  0.112
C: -4.99 -0.11 3.22  -0.012
C: -2.61 -1.76 -1.91  -0.204
H: -0.03 -4.53 6.57  0.076
H: 2.64 -2.35 0.08  0.034
H: -2.82 -7.03 4.47  0.080
C: -5.60 -2.40 3.51  -0.004
S: -0.91 -0.19 2.38  0.332
C: 0.27 -8.89 0.42  -0.057
H: -6.73 -4.91 2.71  0.053
C: -1.91 -2.01 -4.26  0.053
S: 0.28 -3.12 -0.60  0.244
N: 2.27 -0.60 1.13  0.071
H: 0.73 2.88 -2.48  0.131
H: 0.63 7.68 -1.42  0.102
H: 3.97 -0.35 5.49  0.117
H: -3.37 1.81 3.91  0.080
H: 5.26 -5.06 -0.99  0.115
C: -0.81 -1.57 -7.76  -0.013
H: 5.06 -5.41 3.26  0.118
C: 0.84 4.31 -0.90  -0.132
C: -3.09 0.94 4.50  -0.081
C: 1.35 0.25 5.44  -0.082
C: -1.14 -1.98 -9.05  -0.134
C: 4.17 0.40 2.18  -0.017
C: -2.62 -5.92 -1.36  -0.023
C: -2.42 -3.68 -8.26  -0.133
H: 7.29 -5.16 1.99  0.079
H: -4.80 -6.22 3.55  0.110
H: -0.75 -1.45 -9.91  0.108
H: -2.28 -1.45 9.04  0.105
C: -3.31 -1.30 0.20  -0.109
C: 1.81 -3.39 6.51  -0.225
C: 0.49 -0.92 -3.65  -0.176
H: 2.21 5.62 4.20  0.150
H: 2.52 7.64 0.21  0.104
C: 0.23 -1.32 -4.95  0.044
H: 5.90 -1.68 6.87  0.079
C: 2.78 -5.94 -1.58  -0.030
C: -1.24 -1.94 5.32  -0.183
H: -1.40 5.69 2.05  0.107
H: 0.34 -9.95 0.19  0.106
N: -2.35 -1.24 -0.71  0.068
C: 3.76 3.70 3.52  -0.552
C: -2.15 -3.35 -6.94  -0.011
H: -2.90 -2.40 -4.48  0.105
H: 0.70 0.17 4.57  0.001
N: -0.42 -1.05 -2.65  0.129
C: -3.83 -2.37 -2.16  -0.065
H: 1.83 -5.41 -1.66  0.046
H: 1.44 -5.50 6.50  0.073
H: 0.98 -4.70 8.00  0.087
H: 1.52 3.45 6.75  0.111
H: -6.27 -3.23 3.31  0.092
Cl: 4.99 3.72 2.28  0.726
N: -1.93 -3.02 -9.31  0.062
C: 3.45 3.75 5.95  -0.076
H: -1.75 -7.95 3.39  0.084
C: 1.44 3.63 4.57  -0.607
H: 6.68 -3.55 1.58  0.064
H: -4.05 -2.82 -3.12  0.108
N: 2.65 -0.86 -2.52  0.167
C: 1.00 -4.60 6.91  -0.026
H: 1.61 1.13 -5.00  0.120
C: 4.26 3.82 4.75  -0.132
O: -1.18 1.30 -0.72  -0.028
C: -3.67 -1.52 4.65  -0.153
C: -0.27 -2.00 6.34  -0.207
C: -2.93 -1.49 6.99  -0.035
H: 5.83 -3.43 6.60  0.072
C: -0.05 1.77 -0.91  -0.616
H: -2.23 -6.90 -1.66  0.084
C: 1.86 4.30 0.07  -0.190
C: 1.99 -1.08 5.78  -0.199
C: -1.06 -6.93 0.90  -0.213
C: 1.20 -2.18 6.15  -0.174
C: 4.59 -5.50 2.29  -0.001
H: 3.29 5.51 1.12  0.077
H: -5.30 -1.96 0.68  0.077
H: -0.18 -0.70 -7.62  0.112
C: 0.43 5.54 -1.41  -0.052
H: 2.57 -7.00 -1.77  0.081
C: 0.10 -6.15 1.01  -0.185
C: -0.67 -1.82 7.67  -0.027
H: -3.75 -3.90 5.93  0.080
H: 6.07 -0.54 1.86  0.112
H: -7.25 -1.86 1.43  0.067
H: -1.78 -5.22 -1.40  0.052
H: -0.83 3.44 -1.90  0.120
C: -7.03 -0.96 2.02  -0.058
H: -1.56 3.42 1.33  0.125
C: 3.37 -1.20 5.77  -0.006

largest force on an atom = 0.66 eV/A
Kohn-Sham gap = 0.2594 Ha
charge = 0
HOMO = -7.797 eV